# C25H25BrF17N4O14

A 5-piece molecular cluster, C25H25BrF17N4O14 overall (ωB97M-V with the def2-TZVPD basis set, the Open Molecules 2025 dataset).

Atoms and positions in Å:
1 C -0.87 2.22 2.76
2 O 0.35 1.66 3.25
3 C 1.02 0.90 2.28
4 C 0.94 1.50 0.87
5 N 1.57 2.63 0.72
6 C 1.37 2.95 -0.61
7 N 1.88 4.07 -1.09
8 F 1.72 4.38 -2.40
9 C 2.64 5.06 -0.33
10 O 4.02 5.04 -0.66
11 C 4.68 3.91 -0.24
12 F 4.41 3.62 1.02
13 F 4.43 2.84 -1.00
14 F 5.97 4.17 -0.34
15 N 0.66 2.01 -1.20
16 C 0.25 1.92 -2.62
17 C -1.16 2.53 -2.89
18 C -1.90 1.63 -3.95
19 Br -1.09 4.34 -3.64
20 N 0.34 1.07 -0.26
21 C -0.45 -0.11 -0.42
22 F -1.55 0.14 -1.15
23 F -0.92 -0.55 0.73
24 C 0.33 -1.27 -1.22
25 F -0.30 -1.50 -2.36
26 F 1.57 -0.81 -1.44
27 C 0.36 -2.62 -0.46
28 F -0.90 -3.05 -0.34
29 F 0.95 -2.51 0.73
30 C 1.15 -3.77 -1.24
31 F 2.14 -4.22 -0.48
32 F 0.35 -4.80 -1.45
33 F 1.68 -3.36 -2.37
34 H -0.71 3.13 2.15
35 H -1.44 2.54 3.63
36 H -1.50 1.47 2.24
37 H 0.75 -0.17 2.33
38 H 2.09 0.94 2.55
39 H 2.42 5.02 0.74
40 H 2.27 6.03 -0.69
41 H 1.03 2.33 -3.27
42 H 0.18 0.86 -2.89
43 H -1.71 2.54 -1.94
44 H -2.96 1.86 -3.83
45 H -1.69 0.57 -3.76
46 H -1.53 1.96 -4.93
47 C 3.83 2.37 -4.84
48 C 4.36 2.95 -6.13
49 O 3.92 2.02 -7.10
50 C 2.77 1.47 -6.61
51 O 2.00 0.85 -7.25
52 O 2.63 1.73 -5.28
53 F 5.71 2.99 -6.13
54 H 4.50 1.63 -4.41
55 H 3.62 3.14 -4.10
56 H 3.97 3.94 -6.37
57 C -4.11 -3.47 -2.46
58 C -3.48 -4.04 -3.70
59 O -3.67 -3.01 -4.65
60 C -3.70 -1.84 -3.95
61 O -3.58 -0.76 -4.44
62 O -3.87 -2.07 -2.62
63 F -4.12 -5.15 -4.12
64 H -5.19 -3.65 -2.42
65 H -3.66 -3.84 -1.55
66 H -2.41 -4.26 -3.61
67 C -1.47 0.19 7.80
68 C -0.82 -0.37 6.57
69 O -0.99 0.66 5.61
70 C -1.03 1.83 6.33
71 O -0.90 2.91 5.85
72 O -1.24 1.59 7.64
73 F -1.45 -1.49 6.14
74 H -2.55 0.01 7.82
75 H -1.04 -0.18 8.72
76 H 0.25 -0.59 6.69
77 C -1.16 -5.69 5.12
78 C -2.50 -5.93 4.47
79 O -3.41 -5.50 5.47
80 C -2.77 -4.54 6.19
81 O -3.31 -3.79 6.92
82 O -1.42 -4.56 5.95
83 F -2.70 -7.24 4.22
84 H -0.85 -6.53 5.74
85 H -0.38 -5.48 4.40
86 H -2.67 -5.36 3.56

Calculated values
Net charge: +1
E_HOMO (eV): -13.142
Strongest force on any atom (eV Å⁻¹): 2.77
Kohn-Sham gap (eV): 9.77